No. 1
DFT (ωB97M-V/def2-TZVPD) results for 2 unconnected molecules or ions with the total composition C27H32N2O5 in a non-equilibrium geometry.

```
66
C27H32N2O5 ωB97M-V/def2-TZVPD
C -2.409 4.763 2.390
O -2.120 3.495 3.015
C -2.333 2.329 2.357
C -1.590 1.216 2.687
C -1.763 -0.008 1.998
C -0.842 -1.068 2.218
C -0.772 -2.263 1.458
C -0.441 -3.505 2.095
C -0.428 -4.683 1.400
C -0.730 -4.685 0.013
O -0.773 -5.884 -0.619
C -1.157 -5.858 -2.011
C -0.990 -3.462 -0.659
C -1.031 -2.291 0.055
C -2.879 -0.181 1.139
C -3.686 0.883 0.788
O -4.781 0.710 -0.001
C -5.025 1.638 -1.090
C -3.379 2.222 1.323
O -4.002 3.230 0.905
H -2.313 5.488 3.200
H -1.677 4.972 1.601
H -3.419 4.748 1.972
H -0.835 1.271 3.468
H -0.227 -1.004 3.117
H -0.246 -3.477 3.170
H -0.224 -5.630 1.894
H -1.162 -6.900 -2.328
H -2.157 -5.419 -2.130
H -0.435 -5.285 -2.606
H -1.231 -3.451 -1.727
H -1.311 -1.365 -0.456
H -3.133 -1.167 0.750
H -5.974 1.303 -1.516
H -5.094 2.653 -0.682
H -4.219 1.568 -1.833
C 4.372 -2.360 -1.154
C 2.957 -2.065 -1.600
N 2.671 -0.638 -1.749
C 2.984 -0.062 -3.075
C 1.758 0.041 -3.958
C 2.366 0.082 -0.607
C 1.912 1.427 -0.766
N 1.921 2.388 0.231
C 2.410 2.180 1.506
C 2.390 3.203 2.441
C 1.832 4.447 2.137
C 1.370 4.654 0.830
C 1.432 3.645 -0.101
O 2.442 -0.483 0.510
H 4.492 -3.430 -0.969
H 5.090 -2.053 -1.919
H 4.572 -1.826 -0.225
H 2.780 -2.507 -2.588
H 2.244 -2.483 -0.879
H 3.463 0.919 -2.952
H 3.713 -0.747 -3.531
H 2.030 0.447 -4.938
H 1.327 -0.956 -4.092
H 1.018 0.696 -3.494
H 1.707 1.806 -1.764
H 2.826 1.195 1.692
H 2.830 3.006 3.416
H 1.758 5.235 2.887
H 0.960 5.607 0.504
H 1.163 3.728 -1.149
```

As for the energy above the lowest of the compared OMol25 structures with the same formula, charge and spin: 117.7 kcal/mol. Its total charge is 0. The value obtained for the LUMO energy is -0.824 eV. The HOMO-LUMO gap is 6.09 eV. As for the highest occupied orbital energy: -6.919 eV.

No. 2
DFT (ωB97M-V/def2-TZVPD) results for C21H20N4O4S in the gas phase in a non-equilibrium geometry.

```
50
C21H20N4O4S ωB97M-V/def2-TZVPD
C -0.621 -0.303 -3.159
C 0.062 -0.562 -2.062
C 0.770 0.491 -1.259
N 0.294 0.505 0.102
C 0.690 -0.260 1.172
C 1.770 -1.276 1.137
C 3.085 -0.674 0.714
C 3.842 -1.233 -0.303
C 5.052 -0.675 -0.688
C 5.521 0.468 -0.053
O 6.688 1.104 -0.347
C 7.516 0.564 -1.347
C 4.759 1.037 0.971
C 3.562 0.471 1.348
N -0.033 0.033 2.214
N -0.922 0.977 1.869
C -0.726 1.254 0.608
S -1.663 2.387 -0.325
C -3.104 2.519 0.794
C -4.257 1.703 0.251
O -5.365 2.155 0.121
C -3.871 0.335 -0.206
C -4.197 -0.033 -1.511
C -3.739 -1.225 -2.045
C -2.933 -2.055 -1.289
C -2.660 -1.708 0.028
N -1.796 -2.558 0.812
O -2.020 -2.667 1.992
O -0.883 -3.094 0.213
C -3.141 -0.537 0.593
H -1.109 -1.081 -3.720
H -0.706 0.697 -3.550
H 0.134 -1.568 -1.670
H 0.596 1.481 -1.690
H 1.847 0.290 -1.237
H 1.846 -1.685 2.147
H 1.486 -2.089 0.463
H 3.491 -2.122 -0.807
H 5.613 -1.143 -1.481
H 8.386 1.218 -1.394
H 7.018 0.556 -2.323
H 7.840 -0.451 -1.096
H 5.136 1.922 1.457
H 2.984 0.914 2.146
H -2.756 2.144 1.759
H -3.386 3.568 0.867
H -4.796 0.641 -2.105
H -3.997 -1.496 -3.056
H -2.527 -2.970 -1.691
H -2.919 -0.316 1.626
```

As for the energy above the lowest of the compared OMol25 structures with the same formula, charge and spin: 144.6 kcal/mol. Its total charge is 0. The value obtained for the LUMO energy is -0.396 eV. The HOMO-LUMO gap is 8.14 eV. As for the highest occupied orbital energy: -8.541 eV. As for the structure (SMILES): C=CCn1c(Cc2ccc(OC)cc2)nnc1SCC(=O)c1cccc([N+](=O)[O-])c1.

No. 3
DFT (ωB97M-V/def2-TZVPD) results for 2 unconnected molecules or ions with the total composition C6H15N3 in a non-equilibrium geometry.

```
24
C6H15N3 ωB97M-V/def2-TZVPD
H 0.898 -1.107 -1.471
N 0.201 -0.435 -2.162
C -0.244 0.516 -1.470
N 0.395 0.938 -0.262
N -1.568 0.962 -1.577
C -1.871 2.380 -1.476
H -0.026 1.694 0.259
H 1.392 1.062 -0.369
H -1.981 0.526 -2.391
H -1.270 3.008 -2.148
H -1.728 2.730 -0.450
H -2.921 2.534 -1.719
C 1.309 -1.922 -0.024
C 0.776 -1.147 0.979
C 1.655 -0.499 2.010
C -0.662 -1.316 1.379
H 2.382 -2.068 -0.052
H 0.729 -2.759 -0.390
H 1.277 0.486 2.281
H 1.657 -1.103 2.923
H 2.681 -0.406 1.662
H -1.251 -1.716 0.558
H -0.733 -1.990 2.238
H -1.099 -0.365 1.672
```

As for the energy above the lowest of the compared OMol25 structures with the same formula, charge and spin: 50.7 kcal/mol. Its total charge is 0. The value obtained for the LUMO energy is 0.787 eV. The HOMO-LUMO gap is 8.83 eV. As for the highest occupied orbital energy: -8.048 eV. As for the structure (SMILES): [H]/N=C(\N)NC.C=C(C)C.

No. 4
DFT (ωB97M-V/def2-TZVPD) results for C19H17ClFN3O3 in the gas phase.

```
44
C19H17ClFN3O3 ωB97M-V/def2-TZVPD
C -1.093 -3.069 -1.981
C -1.049 -2.165 -0.741
C 0.388 -1.856 -0.357
C 1.213 -1.194 -1.259
C 2.546 -0.977 -0.966
C 3.064 -1.423 0.241
Cl 4.736 -1.201 0.596
C 2.241 -2.043 1.168
C 0.908 -2.254 0.867
N -1.818 -2.728 0.343
C -2.896 -1.990 0.685
O -3.749 -2.237 1.489
N -2.846 -0.830 -0.121
C -3.854 0.203 -0.018
C -3.257 1.517 0.517
O -3.459 1.912 1.643
N -2.530 2.175 -0.405
C -1.729 3.334 -0.063
C -0.270 2.964 -0.014
C 0.172 2.046 0.932
C 1.498 1.663 0.981
C 2.378 2.212 0.065
F 3.678 1.854 0.106
C 1.967 3.119 -0.892
C 0.634 3.488 -0.928
C -1.820 -0.868 -1.006
O -1.574 -0.044 -1.858
H -0.698 -2.536 -2.840
H -0.495 -3.961 -1.810
H -2.120 -3.361 -2.191
H 0.809 -0.834 -2.192
H 3.186 -0.471 -1.672
H 2.643 -2.366 2.115
H 0.276 -2.735 1.598
H -1.683 -3.665 0.683
H -4.306 0.373 -1.000
H -4.602 -0.161 0.690
H -2.281 1.693 -1.262
H -2.074 3.676 0.917
H -1.903 4.119 -0.803
H -0.532 1.637 1.642
H 1.855 0.957 1.714
H 2.682 3.524 -1.591
H 0.298 4.197 -1.670
```

As for the energy above the lowest of the compared OMol25 structures with the same formula, charge and spin: 0.0 kcal/mol. Its total charge is 0. The value obtained for the LUMO energy is 0.521 eV. The HOMO-LUMO gap is 9.55 eV. As for the highest occupied orbital energy: -9.033 eV. As for the structure (SMILES): C[C@]1(c2ccc(Cl)cc2)NC(=O)N(CC(=O)NCc2ccc(F)cc2)C1=O.

No. 5
DFT (ωB97M-V/def2-TZVPD) results for 2 unconnected molecules or ions with the total composition C3H10N2O2S in a non-equilibrium geometry.

```
18
C3H10N2O2S ωB97M-V/def2-TZVPD
N 0.294 -1.676 1.139
C -0.339 -0.557 0.738
O -1.560 -0.506 0.636
C 0.501 0.688 0.458
N 1.586 0.236 -0.462
C -0.339 1.820 -0.074
S 0.330 3.457 0.337
H 1.290 -1.655 1.110
H -0.168 -2.531 1.345
H 1.009 0.839 1.412
H 1.126 -0.070 -1.322
H 2.079 1.052 -0.834
H -1.303 1.744 0.403
H -0.518 1.717 -1.138
H 1.209 3.084 1.272
O -1.894 -2.793 -1.937
H -1.476 -1.936 -2.098
H -1.827 -2.914 -0.985
```

As for the energy above the lowest of the compared OMol25 structures with the same formula, charge and spin: 20.3 kcal/mol. Its total charge is 0. The value obtained for the LUMO energy is 0.591 eV. The HOMO-LUMO gap is 9.89 eV. As for the highest occupied orbital energy: -9.301 eV. As for the structure (SMILES): NC(=O)[C@@H](N)CS.O.

No. 6
DFT (ωB97M-V/def2-TZVPD) results for 2 unconnected molecules or ions with the total composition C6H9Cl2N2 in a non-equilibrium geometry.

```
19
C6H9Cl2N2 ωB97M-V/def2-TZVPD
C 0.287 1.027 0.759
C -0.650 -0.095 0.221
C 1.635 -0.903 0.474
C 1.600 0.406 1.020
C -0.581 0.848 -0.921
C 0.381 -1.172 -0.080
N -0.059 -2.260 -0.780
N 0.224 0.658 -2.009
Cl 2.895 1.174 1.676
Cl -3.255 1.568 2.302
H -0.113 2.002 0.967
H -1.682 -0.309 0.714
H 2.473 -1.631 0.606
H -1.275 1.641 -1.066
H 0.690 -3.045 -1.003
H -0.974 -2.239 -1.169
H 0.073 1.363 -2.681
H -2.501 1.092 3.244
H 0.830 -0.124 -2.273
```

As for the energy above the lowest of the compared OMol25 structures with the same formula, charge and spin: 9.8 kcal/mol. Its total charge is +1. The value obtained for the LUMO energy is -4.551 eV. The HOMO-LUMO gap is 7.70 eV. As for the highest occupied orbital energy: -12.253 eV.